# 1
# C60H68Ge2NO7PSTi

A molecular structure, C60H68Ge2NO7PSTi at a distorted geometry (ωB97M-V with the def2-TZVPD basis set, the OMol25 dataset).

- relative energy (zero: lowest compared OMol25 entry of this formula, charge and spin) (kJ/mol) = 160.19
- HOMO-LUMO gap (alpha / beta) (eV) = 6.1 / 6.8
- E_LUMO (alpha / beta) (eV) = -0.2 / -0.2

Geometry as ORCA input:
```
! RIJCOSX wB97M-V def2-TZVPD def2/J DEFGRID3
* xyz 0 1
Ti -0.18412 0.32165 -0.28652
O -1.64022 -0.58128 -3.97087
C -0.93365 -0.66129 -2.98618
O -1.06840 0.05503 -1.93258
C 0.30205 -1.59879 -3.00942
C 1.56687 -0.72216 -2.88430
C 2.79876 -1.53160 -3.31070
C 2.95445 -2.47989 -2.10945
C 1.80521 -2.00519 -1.20355
O 1.72139 -0.59988 -1.47318
C 0.45940 -2.49500 -1.75674
C -0.66930 -2.23851 -0.72539
O -1.71124 -2.85046 -0.81814
O -0.40603 -1.38492 0.20805
H 0.27511 -2.16376 -3.94266
H 1.50233 0.25544 -3.35335
H 2.63351 -2.04209 -4.25691
H 3.66367 -0.87996 -3.42468
H 2.84403 -3.52772 -2.37982
H 3.92262 -2.35407 -1.62004
H 1.94310 -2.16649 -0.13009
H 0.44327 -3.55427 -2.01709
C -4.06923 -0.49304 -0.13436
C -3.87476 0.86555 -0.78264
Ge -2.26949 1.82929 -0.01850
C -2.54494 3.69404 -0.80545
C -1.68323 4.75594 -0.14584
C -2.88629 2.29035 1.81690
C -2.49585 1.67785 2.93203
Ge -1.19568 0.09568 2.55653
C 0.32187 -0.45183 3.91822
C 0.63471 0.15833 5.27040
C -2.45040 -1.47491 2.98328
C -3.17381 -1.30904 4.31322
C -3.06615 2.00569 4.23849
C -2.29001 2.01034 5.39342
C -2.83993 2.32123 6.62173
C -4.18009 2.65645 6.72464
C -4.96316 2.67684 5.58115
C -4.41893 2.34411 4.35464
H -4.90178 -1.03820 -0.57771
H -4.26716 -0.36344 0.93042
H -3.17214 -1.10167 -0.26072
H -4.76590 1.47880 -0.63107
H -3.72556 0.74574 -1.85729
H -3.59752 3.93034 -0.64219
H -2.38580 3.68463 -1.88000
H -1.95548 4.84820 0.90340
H -1.81465 5.72723 -0.62274
H -0.62767 4.49116 -0.20611
H -3.61115 3.09940 1.86572
H 1.22377 -0.39915 3.30495
H 0.10459 -1.50684 4.07463
H 0.79680 1.23003 5.20199
H 1.55544 -0.28884 5.65342
H -0.15717 -0.04176 5.98653
H -1.84619 -2.38267 3.01739
H -3.17486 -1.61645 2.18543
H -2.47184 -1.08269 5.11452
H -3.70770 -2.22335 4.57119
H -3.89504 -0.49803 4.26190
H -1.24324 1.78108 5.30387
H -2.22176 2.29720 7.50791
H -4.61297 2.89078 7.68758
H -6.00743 2.95018 5.64940
H -5.04434 2.33851 3.47457
C -0.22181 -5.57160 1.71887
C 0.76207 -4.52060 1.21253
C 2.09444 -5.15193 0.82460
C 0.92747 -3.39134 2.24144
C 1.61315 -3.81332 3.56644
O 2.76418 -2.98759 3.64818
C 2.73185 -2.15679 2.57149
N 1.76675 -2.31433 1.75235
C 3.82315 -1.21159 2.45702
C 5.03192 -1.63376 3.02671
C 6.14770 -0.83403 3.03877
C 6.07032 0.43809 2.47904
C 4.89086 0.86542 1.90644
C 3.74291 0.06832 1.86224
P 2.21451 0.80982 1.12746
C 3.11425 1.98585 0.00816
C 3.10076 3.36787 0.17887
C 3.88221 4.18500 -0.62146
C 4.66491 3.64430 -1.62535
C 4.66086 2.27156 -1.82649
C 3.90029 1.45083 -1.01277
C 1.80023 2.04379 2.43518
C 2.55872 2.29538 3.57170
C 2.18006 3.29066 4.45899
C 1.03253 4.03279 4.23529
C 0.26728 3.78753 3.10617
C 0.65244 2.80523 2.21236
H -0.33803 -6.35725 0.97638
H -1.19922 -5.12974 1.89555
H 0.12914 -6.02617 2.64262
H 0.32991 -4.06023 0.32236
H 2.47633 -5.78497 1.62269
H 2.82969 -4.38176 0.60292
H 1.96133 -5.76819 -0.06030
H -0.06766 -2.97403 2.42188
H 1.93614 -4.85807 3.57343
H 0.98175 -3.63129 4.44258
H 5.06816 -2.62156 3.45724
H 7.06657 -1.17980 3.48651
H 6.92288 1.10109 2.49801
H 4.86536 1.85970 1.48480
H 2.50116 3.81729 0.95603
H 3.88861 5.25009 -0.44040
H 5.28301 4.28639 -2.23673
H 5.27134 1.84226 -2.60746
H 3.94314 0.37824 -1.13957
H 3.44700 1.71470 3.77664
H 2.78377 3.48076 5.33495
H 0.72789 4.78760 4.94596
H -0.62863 4.35935 2.92559
H 0.08237 2.64920 1.29874
O 0.48219 2.09516 -1.43093
S 1.31617 3.08047 -2.23188
C 0.29580 4.47573 -2.75585
C 0.79876 5.73440 -2.44060
C 0.12134 6.86858 -2.84421
C -1.05906 6.75450 -3.56521
C -1.53765 5.50091 -3.90940
C -0.86296 4.36139 -3.51352
C 1.50658 2.49116 -3.92673
C 2.71422 2.81832 -4.53282
C 2.96356 2.42395 -5.83180
C 2.00286 1.71561 -6.54058
C 0.79142 1.40777 -5.94270
C 0.53544 1.79420 -4.63946
H 1.71495 5.80888 -1.87511
H 0.50582 7.84602 -2.59499
H -1.60406 7.64005 -3.85528
H -2.44555 5.41082 -4.48667
H -1.24048 3.39149 -3.78807
H 3.44238 3.38581 -3.97579
H 3.91034 2.66093 -6.29402
H 2.20306 1.40614 -7.55504
H 0.04289 0.85154 -6.48601
H -0.39662 1.51459 -4.17386
*
```

# 2
# C60H90N6O37P4

13 unconnected molecules or ions with the total composition C60H90N6O37P4 at a distorted geometry (ωB97M-V with the def2-TZVPD basis set, the OMol25 dataset).

- HOMO-LUMO gap (eV) = 9.2
- E_LUMO (eV) = -0.7

Geometry as ORCA input:
```
! RIJCOSX wB97M-V def2-TZVPD def2/J DEFGRID3
* xyz 0 1
C -1.81414 -24.87645 -0.34859
C -1.68947 -24.87942 -1.90607
O -2.41413 -23.76571 -2.37533
C -1.85772 -22.74173 -3.03254
O -0.67806 -22.50538 -3.21514
O -2.90390 -22.06865 -3.51570
C -2.83670 -21.01223 -4.43661
H -1.78547 -23.90070 0.13636
H -1.20303 -25.63641 0.13833
H -2.81725 -25.14165 -0.01460
H -2.08136 -25.79232 -2.35455
H -0.61898 -24.86743 -2.11102
H -3.77902 -20.51245 -4.66099
H -2.39484 -21.34497 -5.37584
H -2.12213 -20.24806 -4.13077
C -1.71317 -28.48894 7.44237
C -0.59438 -29.34829 6.84604
O -0.91243 -30.69745 6.91121
C -1.64360 -31.33806 5.95679
O -2.31723 -30.71769 5.12836
O -1.62809 -32.63309 6.19394
C -2.40816 -33.44889 5.32291
H -1.84954 -28.35424 8.51538
H -2.62404 -28.68417 6.87642
H -1.53195 -27.47606 7.08270
H 0.32057 -29.21739 7.42382
H -0.35377 -29.00560 5.83967
H -1.97370 -34.44823 5.29729
H -2.29035 -33.17913 4.27341
H -3.48273 -33.57158 5.45830
C 14.13788 -23.56932 16.73831
C 13.43426 -24.36628 15.67354
O 14.26730 -25.47939 15.33428
C 13.81201 -26.57654 14.67755
O 12.63048 -26.80332 14.45658
O 14.73787 -27.42286 14.43332
C 14.41849 -28.78522 14.16608
H 13.71334 -22.57686 16.88964
H 15.16011 -23.41817 16.39146
H 14.10889 -24.21378 17.61690
H 13.45453 -23.75207 14.77330
H 12.42421 -24.57863 16.02397
H 15.35558 -29.20301 13.79807
H 13.60492 -29.06117 13.49522
H 14.28673 -29.22012 15.15684
C 16.20871 -25.53446 3.91083
C 16.43365 -26.86861 3.41669
C 15.85914 -27.96292 4.02913
C 14.88751 -27.80112 5.01031
C 14.55381 -26.46978 5.43693
C 15.20298 -25.38906 4.86097
N 14.20793 -29.00995 5.62994
O 13.77232 -28.74843 6.77224
O 14.21204 -30.09488 5.02766
H 16.70883 -24.68236 3.47469
H 17.27315 -27.03637 2.75828
H 16.35421 -28.90115 3.82653
H 14.01140 -26.38065 6.36657
H 14.79092 -24.49926 5.31360
C -6.60769 -18.43098 9.17972
C -5.66384 -17.47835 9.67442
C -4.29271 -17.72135 9.66265
C -3.75985 -18.93294 9.06760
C -4.67929 -19.90281 8.68091
C -6.06785 -19.59430 8.67822
N -2.29412 -19.19887 9.00588
O -1.61164 -18.27980 9.35140
O -1.86198 -20.23197 8.60585
H -7.68352 -18.33627 9.17382
H -6.00934 -16.58178 10.16759
H -3.69852 -16.94946 10.12904
H -4.32330 -20.86385 8.34022
H -6.75936 -20.37616 8.40089
C 5.46308 -14.55458 6.20201
C 4.43694 -13.84105 5.52556
C 3.49584 -13.10085 6.27005
C 3.60698 -12.99879 7.70347
C 4.61122 -13.73408 8.34468
C 5.47209 -14.48283 7.58360
N 2.66978 -12.14828 8.44948
O 1.67516 -11.69276 7.94478
O 2.94649 -11.98524 9.63123
H 6.18915 -15.14012 5.65762
H 4.42501 -13.95934 4.45212
H 2.68325 -12.65857 5.71285
H 4.85535 -13.56075 9.38235
H 6.20103 -15.05164 8.14173
C -2.55829 -18.94341 2.78243
C -3.84901 -19.22387 2.28555
C -4.93157 -18.37550 2.59169
C -4.79434 -17.19422 3.41457
C -3.46444 -16.90756 3.82977
C -2.33525 -17.81678 3.56872
N -5.87227 -16.20231 3.57555
O -5.71510 -15.16290 4.20365
O -6.94275 -16.52537 3.07939
H -1.78701 -19.65713 2.53317
H -3.94361 -20.14723 1.73340
H -5.93628 -18.67974 2.33793
H -3.21399 -16.05689 4.44624
H -1.37057 -17.59462 4.00052
C 7.96744 -24.15129 8.31839
C 7.52663 -22.81382 8.24545
C 6.41877 -22.36509 7.51324
C 5.69735 -23.34078 6.78439
C 6.02786 -24.67006 6.95270
C 7.17809 -25.08437 7.65256
N 4.56235 -22.95617 5.94298
O 3.73825 -23.77133 5.51984
O 4.51330 -21.75622 5.69243
H 8.76449 -24.42804 8.99257
H 8.05495 -22.10585 8.86679
H 6.03551 -21.36229 7.63120
H 5.35406 -25.42064 6.56666
H 7.37008 -26.13636 7.80368
C 10.49583 -36.14088 8.89753
C 10.15288 -36.54227 7.58358
C 9.23747 -35.81038 6.81838
C 8.80326 -34.51899 7.31513
C 9.35703 -33.97304 8.46592
C 10.16980 -34.81450 9.30894
N 7.91427 -33.70962 6.47679
O 7.27278 -34.21830 5.56189
O 7.87706 -32.49157 6.64845
H 11.32274 -36.64594 9.37455
H 10.48978 -37.47415 7.15407
H 8.89646 -36.05097 5.82228
H 9.20445 -32.92914 8.69695
H 10.49095 -34.45564 10.27562
C 9.94523 -26.87675 -0.13147
O 9.64240 -26.44630 -1.45338
P 8.72541 -25.13479 -1.68308
O 9.19685 -23.91605 -0.98649
O 8.72154 -24.96883 -3.28574
C 7.79573 -24.18518 -3.90274
O 7.22090 -25.51213 -1.28599
C 6.80148 -25.57781 0.07306
H 10.97923 -27.21016 -0.04314
H 9.29696 -27.71792 0.11406
H 9.84979 -26.12423 0.65128
H 7.41266 -23.53793 -3.11381
H 7.02475 -24.83400 -4.31836
H 8.27623 -23.64979 -4.72162
H 5.89135 -26.17551 0.12302
H 6.68109 -24.60802 0.55588
H 7.53340 -26.12671 0.66559
C 5.14011 -18.61290 14.38127
O 6.52095 -18.77303 14.05694
P 7.65572 -19.26559 15.17710
O 7.92243 -18.22505 16.14065
O 7.17123 -20.67817 15.68270
C 6.94595 -21.75670 14.80896
O 8.93932 -19.78568 14.25746
C 9.77880 -18.89701 13.63285
H 4.66581 -19.43183 13.84044
H 4.80751 -17.71909 13.85349
H 4.84316 -18.61453 15.43005
H 6.98738 -21.37790 13.78774
H 5.88104 -21.98906 14.81943
H 7.54739 -22.66542 14.83348
H 10.81909 -19.06854 13.90944
H 9.58360 -17.88956 14.00032
H 9.65372 -18.78014 12.55637
C 8.96840 -17.28519 -3.05605
O 7.67102 -16.87009 -2.71010
P 7.38817 -15.92653 -1.42073
O 8.67284 -15.33712 -0.84402
O 6.19935 -14.80532 -1.76033
C 6.52630 -13.61069 -2.41341
O 6.61636 -16.91181 -0.43392
C 5.19949 -17.28695 -0.75216
H 9.05303 -18.30864 -2.69070
H 9.86803 -16.86480 -2.60656
H 8.96968 -17.18735 -4.14165
H 7.35322 -13.18496 -1.84503
H 5.70564 -12.94335 -2.15024
H 6.84122 -13.71566 -3.45164
H 4.62785 -16.93820 -1.61221
H 4.62810 -16.84967 0.06662
H 5.03264 -18.36395 -0.73431
C 13.05417 -14.50404 6.70151
O 12.66705 -15.74345 6.05450
P 13.67798 -17.02334 5.89056
O 14.42233 -17.37167 7.20006
O 12.70762 -18.25843 5.30723
C 11.91592 -18.28927 4.17651
O 14.63269 -16.40131 4.69545
C 14.22680 -15.65796 3.49401
H 12.53556 -14.31190 7.64078
H 12.70670 -13.69325 6.06119
H 14.13611 -14.44509 6.81993
H 12.48922 -18.87722 3.45975
H 11.61273 -17.31088 3.80379
H 10.99749 -18.85518 4.33251
H 14.88779 -15.88383 2.65725
H 14.20990 -14.59670 3.74209
H 13.17857 -15.83382 3.25239
*
```